Record 1
Below is a 2-piece molecular cluster, C3H2ClNS2 overall at a distorted geometry, with properties calculated with wB97M-V/def2-TZVPD.

As for the HOMO energy (spin up / spin down): -0.3196 / -0.3196 Ha. As for the gap between HOMO and LUMO (spin up / spin down): 8.0 / 8.0 eV. The energy relative to the best compared isomer or geometry (same formula, charge and spin) is 262.95 kJ/mol. Its SMILES is [S-][N+]#CCl.C=C=S. For the largest force on an atom, the calculation gives 4.168 eV/Å.

The geometry in ORCA input format:
```
! wB97M-V def2-TZVPD RIJCOSX def2/J DEFGRID3
* xyz 0 1
S 2.570 -0.910 -2.191
N 1.983 0.057 -1.112
C 1.372 0.854 -0.474
Cl 1.221 1.847 0.870
C -1.780 0.080 0.346
C -1.008 -0.910 0.686
S -0.216 -2.063 1.329
H -2.477 0.229 1.050
H -1.665 0.816 -0.503
*
```

=====

Record 2
Below is a 2-piece molecular cluster, C7H5N overall at a distorted geometry, with properties calculated with wB97M-V/def2-TZVPD.

As for the HOMO energy: -0.3658 Ha. As for the gap between HOMO and LUMO: 9.5 eV. The energy relative to the best compared isomer or geometry (same formula, charge and spin) is 935.20 kJ/mol. For the largest force on an atom, the calculation gives 11.742 eV/Å.

The geometry in ORCA input format:
```
! wB97M-V def2-TZVPD RIJCOSX def2/J DEFGRID3
* xyz 0 1
C 1.357 -1.197 0.306
C 0.096 -0.301 0.240
C -1.303 -0.676 0.832
C -2.567 -1.224 0.710
C 0.498 1.007 0.732
C 0.957 2.274 0.688
C 0.115 -0.045 -1.179
H 2.296 -0.403 0.179
H 1.303 -1.874 1.442
H 1.569 -2.121 -0.421
H -3.717 -1.298 0.459
H 1.376 3.644 0.213
N 0.321 0.432 -2.263
*
```

=====

Record 3
Below is a 2-piece molecular cluster, H9NSi3 overall at a distorted geometry, with properties calculated with wB97M-V/def2-TZVPD.

As for the HOMO energy: -0.2878 Ha. As for the gap between HOMO and LUMO: 7.6 eV. The energy relative to the best compared isomer or geometry (same formula, charge and spin) is 142.82 kJ/mol. For the largest force on an atom, the calculation gives 2.482 eV/Å.

The geometry in ORCA input format:
```
! wB97M-V def2-TZVPD RIJCOSX def2/J DEFGRID3
* xyz 0 1
N -1.742 -1.205 0.462
Si 2.658 -1.052 0.014
Si -1.585 1.918 -0.348
Si -2.163 -0.227 -1.005
H -1.611 -2.228 0.400
H -1.540 -0.706 1.333
H 2.704 -1.702 1.407
H 2.028 0.339 0.124
H 3.973 -0.608 -0.650
H -0.881 1.802 0.951
H -0.681 2.765 -1.271
H -2.915 2.561 -0.412
H 1.755 -1.656 -1.005
*
```

=====

Record 4
Below is an isolated ion of composition C18H23FNO3 and charge +1, with properties calculated with wB97M-V/def2-TZVPD.

As for the HOMO energy: -0.3984 Ha. As for the gap between HOMO and LUMO: 8.5 eV. The energy relative to the best compared isomer or geometry (same formula, charge and spin) is 0.00 kJ/mol. Its SMILES is COc1cc(OC)c(OC)cc1C[NH2+]CCc1ccc(F)cc1. For the largest force on an atom, the calculation gives 0.671 eV/Å.

The geometry in ORCA input format:
```
! wB97M-V def2-TZVPD RIJCOSX def2/J DEFGRID3
* xyz 1 1
C 1.305 3.188 -1.654
O 0.844 2.322 -0.630
C 1.592 1.195 -0.335
C 2.696 0.788 -1.058
C 3.412 -0.365 -0.732
O 4.456 -0.593 -1.545
C 5.343 -1.683 -1.364
C 2.981 -1.148 0.364
O 3.679 -2.276 0.666
C 3.302 -3.044 1.786
C 1.864 -0.729 1.073
C 1.165 0.429 0.752
C -0.009 0.878 1.577
N -1.158 1.195 0.687
C -2.333 1.815 1.334
C -3.487 1.881 0.332
C -3.856 0.492 -0.126
C -3.264 -0.060 -1.258
C -3.558 -1.354 -1.653
C -4.451 -2.093 -0.896
F -4.731 -3.348 -1.265
C -5.058 -1.567 0.232
C -4.752 -0.274 0.612
H 0.618 4.033 -1.655
H 1.282 2.695 -2.628
H 2.314 3.543 -1.443
H 3.061 1.347 -1.902
H 6.082 -1.574 -2.156
H 5.839 -1.639 -0.393
H 4.831 -2.640 -1.470
H 4.025 -3.857 1.831
H 2.298 -3.462 1.668
H 3.357 -2.462 2.710
H 1.524 -1.307 1.916
H 0.239 1.793 2.122
H -0.301 0.109 2.294
H -0.746 1.829 -0.031
H -1.482 0.345 0.199
H -2.620 1.202 2.192
H -2.060 2.811 1.687
H -4.341 2.353 0.816
H -3.201 2.499 -0.521
H -2.599 0.535 -1.871
H -3.116 -1.786 -2.536
H -5.759 -2.166 0.790
H -5.226 0.150 1.485
*
```

=====

Record 5
Below is C29H48BrNOOsP2 as an isolated structure at a distorted geometry, with properties calculated with wB97M-V/def2-TZVPD.

As for the HOMO energy (spin up / spin down): -0.7349 / -0.7205 Ha. As for the gap between HOMO and LUMO (spin up / spin down): 5.9 / 3.5 eV. The energy relative to the best compared isomer or geometry (same formula, charge and spin) is 0.00 kJ/mol. For the largest force on an atom, the calculation gives 3.367 eV/Å.

The geometry in ORCA input format:
```
! wB97M-V def2-TZVPD RIJCOSX def2/J DEFGRID3
* xyz 4 5
N -5.150 -0.805 3.326
C -4.148 -0.089 3.870
C -3.142 0.539 3.131
C -3.118 0.425 1.719
C -4.196 -0.299 1.153
C -5.158 -0.881 1.983
C -2.081 1.092 0.923
Os -0.255 -0.111 0.455
P 1.613 0.566 -0.896
C -1.978 0.977 -0.489
C -1.544 2.070 -1.372
C -1.849 2.022 -2.753
C -1.426 3.019 -3.640
C -0.686 4.102 -3.146
C -0.408 4.211 -1.772
C -0.841 3.208 -0.904
Br -0.040 5.440 -4.346
H -1.683 2.000 1.393
H -2.628 0.247 -0.984
H -2.371 1.122 3.646
H -4.296 -0.386 0.067
H -4.152 -0.007 4.966
H -5.992 -1.441 1.536
H -2.422 1.173 -3.142
H -0.614 3.298 0.163
H -1.659 2.952 -4.706
H 0.148 5.073 -1.393
P -0.755 -2.446 -0.061
C 2.410 2.123 -0.206
C 3.213 3.053 -1.125
H 3.024 1.787 0.652
H 1.567 2.681 0.234
H 3.552 3.942 -0.561
H 4.107 2.563 -1.544
H 2.593 3.413 -1.963
C 1.316 0.968 -2.700
C 2.457 0.863 -3.719
H 0.889 1.984 -2.710
H 0.490 0.302 -3.003
H 2.073 1.101 -4.728
H 3.277 1.565 -3.504
H 2.880 -0.156 -3.760
C 3.018 -0.677 -0.958
C 4.466 -0.206 -1.142
H 2.733 -1.393 -1.753
H 2.936 -1.243 -0.017
H 5.154 -1.071 -1.110
H 4.624 0.312 -2.101
H 4.769 0.481 -0.332
C 0.231 -3.870 0.665
C 1.747 -3.759 0.502
H -0.146 -4.811 0.219
H -0.022 -3.907 1.740
H 2.260 -4.608 0.989
H 2.048 -3.751 -0.560
H 2.116 -2.827 0.960
C -0.557 -2.850 -1.881
C -1.412 -1.960 -2.787
H -0.781 -3.922 -2.046
H 0.513 -2.698 -2.114
H -1.210 -2.164 -3.854
H -2.491 -2.121 -2.614
H -1.195 -0.897 -2.589
C -2.465 -3.152 0.240
C -2.801 -3.304 1.729
H -2.552 -4.123 -0.287
H -3.179 -2.457 -0.234
H -3.863 -3.566 1.869
H -2.196 -4.098 2.201
H -2.617 -2.362 2.271
C 1.572 1.399 3.951
C 1.610 -0.107 4.031
C 1.747 -0.454 2.555
O 1.005 0.540 1.894
C 0.625 1.568 2.772
H 1.248 1.913 4.880
H 2.584 1.764 3.659
H 0.612 -0.453 4.391
H 2.396 -0.542 4.684
H 2.807 -0.371 2.232
H 1.331 -1.463 2.392
H -0.387 1.365 3.129
H 0.704 2.583 2.336
*
```

=====

Record 6
Below is a 2-piece molecular cluster, C4H12N2 overall at a distorted geometry, with properties calculated with wB97M-V/def2-TZVPD.

As for the HOMO energy: -0.3482 Ha. As for the gap between HOMO and LUMO: 10.2 eV. The energy relative to the best compared isomer or geometry (same formula, charge and spin) is 163.04 kJ/mol. Its SMILES is C=CC.NCN. For the largest force on an atom, the calculation gives 2.671 eV/Å.

The geometry in ORCA input format:
```
! wB97M-V def2-TZVPD RIJCOSX def2/J DEFGRID3
* xyz 0 1
C -0.354 -2.902 0.104
C -1.607 -2.677 -0.258
C -2.798 -2.120 0.483
H 0.456 -3.218 -0.532
H -0.173 -2.799 1.178
H -1.851 -2.764 -1.330
H -2.687 -1.080 0.786
H -2.915 -2.811 1.321
H -3.699 -2.273 -0.111
N 2.910 1.868 -0.526
C 2.031 2.755 0.215
N 0.719 2.991 -0.479
H 2.893 2.263 -1.459
H 2.509 0.936 -0.518
H 2.567 3.697 0.303
H 1.674 2.415 1.191
H 0.144 3.586 0.113
H 0.180 2.132 -0.483
*
```

=====

Record 7
Below is a 2-piece molecular cluster, C3H9N2O2PS overall at a distorted geometry, with properties calculated with wB97M-V/def2-TZVPD.

As for the HOMO energy: -0.3225 Ha. As for the gap between HOMO and LUMO: 7.3 eV. The energy relative to the best compared isomer or geometry (same formula, charge and spin) is 0.00 kJ/mol. For the largest force on an atom, the calculation gives 3.814 eV/Å.

The geometry in ORCA input format:
```
! wB97M-V def2-TZVPD RIJCOSX def2/J DEFGRID3
* xyz 0 1
C 1.768 -1.052 0.764
C -1.625 2.448 0.528
C 0.632 -2.384 -0.945
N -2.208 1.208 0.111
N 0.948 -1.055 -0.310
O 2.651 -1.846 0.994
O -1.025 -0.289 1.798
P -1.505 -0.266 0.319
S -2.633 -1.711 -0.326
H 1.803 -0.162 1.306
H -0.625 2.474 0.071
H -2.357 3.220 0.390
H -1.415 2.522 1.616
H 0.473 -2.222 -2.054
H 1.515 -3.101 -0.957
H -0.205 -2.800 -0.481
H -2.771 1.014 -0.774
H -0.456 -1.095 2.122
*
```

=====

Record 8
Below is a 3-piece molecular cluster, C17H42BF4N12O7P2S overall at a distorted geometry, with properties calculated with wB97M-V/def2-TZVPD.

As for the HOMO energy: -0.3239 Ha. As for the gap between HOMO and LUMO: 4.5 eV. The energy relative to the best compared isomer or geometry (same formula, charge and spin) is 417.59 kJ/mol. For the largest force on an atom, the calculation gives 8.826 eV/Å.

The geometry in ORCA input format:
```
! wB97M-V def2-TZVPD RIJCOSX def2/J DEFGRID3
* xyz 1 1
N -2.743 2.977 -3.976
B -2.666 1.991 -5.036
O -1.526 2.020 -5.890
N -3.661 0.914 -5.288
C -4.974 0.964 -5.428
N -5.689 -0.201 -5.703
C -6.965 0.251 -5.772
N -7.013 1.615 -5.540
S -8.538 2.423 -5.576
O -8.749 2.963 -6.892
O -8.711 3.413 -4.560
C -9.930 1.174 -5.338
F -11.018 1.842 -4.976
F -9.654 0.339 -4.301
F -10.123 0.470 -6.455
N -5.744 2.085 -5.341
C -5.585 3.520 -5.063
O -5.778 3.900 -3.977
N -5.255 4.355 -6.165
C -4.665 5.613 -5.755
O -3.851 5.774 -4.944
F -5.091 6.704 -6.443
H -2.214 2.672 -3.140
H -2.215 3.797 -4.300
H -0.909 1.363 -5.508
H -3.262 -0.022 -5.415
H -7.809 -0.428 -5.982
H -4.575 3.830 -6.733
O -0.861 1.287 -1.385
P -0.630 0.738 0.029
N 1.082 0.800 -0.130
C 2.121 -0.185 0.092
C 1.654 2.144 -0.151
N -1.394 -0.769 -0.342
C -0.847 -2.119 -0.237
C -2.320 -0.757 -1.482
N -0.549 0.270 1.729
C -0.690 1.429 2.618
C 0.186 -0.770 2.415
H 2.577 -0.094 1.084
H 2.929 -0.058 -0.637
H 1.789 -1.210 -0.042
H 1.723 2.562 0.861
H 1.047 2.824 -0.754
H 2.654 2.155 -0.592
H 0.177 -2.193 -0.605
H -1.415 -2.841 -0.828
H -0.931 -2.500 0.780
H -1.779 -0.836 -2.438
H -2.924 0.149 -1.496
H -3.027 -1.588 -1.425
H 0.264 1.958 2.736
H -1.042 1.131 3.609
H -1.421 2.139 2.218
H 1.071 -0.370 2.926
H 0.537 -1.584 1.792
H -0.458 -1.222 3.178
O 4.939 -1.591 2.469
P 5.490 -2.396 3.652
N 4.025 -2.238 4.550
C 3.750 -1.797 5.897
C 2.895 -2.990 4.021
N 6.737 -1.246 3.969
C 7.009 -0.514 5.201
C 7.106 -0.372 2.844
N 6.206 -3.490 4.843
C 6.027 -4.895 4.463
C 6.356 -3.404 6.280
H 3.659 -2.635 6.600
H 2.799 -1.252 5.934
H 4.483 -1.097 6.287
H 2.960 -4.051 4.295
H 2.854 -2.926 2.930
H 1.938 -2.604 4.385
H 6.105 -0.127 5.676
H 7.636 0.363 5.029
H 7.596 -1.115 5.896
H 6.406 0.467 2.742
H 7.132 -0.920 1.904
H 8.110 0.040 2.978
H 5.032 -5.261 4.751
H 6.777 -5.535 4.936
H 6.132 -5.021 3.381
H 5.609 -4.015 6.802
H 6.280 -2.406 6.697
H 7.345 -3.782 6.559
*
```